Record 1
14
Properties=species:S:1:pos:R:3 method="wB97M-V/def2-TZVPD" e_lumo_ha=0.0322 homo_lumo_gap_ev=10.16 de_lowest_kj_mol=132.73 fmax_ev_per_a=2.41 smiles="O=CO.NCN"
O 0.634 -2.134 -2.008
C 0.488 -2.326 -0.837
O 1.540 -2.040 0.001
H -0.329 -2.744 -0.255
H 2.125 -1.455 -0.500
N -0.513 0.137 -0.389
C -0.303 0.870 0.856
N -0.460 2.332 0.797
H -1.277 0.569 -0.909
H 0.255 0.373 -1.017
H -1.013 0.490 1.598
H 0.713 0.643 1.175
H -0.853 2.614 -0.088
H -1.006 2.670 1.576



Record 2
69
Properties=species:S:1:pos:R:3 method="wB97M-V/def2-TZVPD" e_lumo_ha="-0.2564 / -0.2563" total_charge=+2 homo_lumo_gap_ev="6.69 / 6.69" de_lowest_kj_mol=0.00 fmax_ev_per_a=2.88
Ir -1.389 1.175 -0.556
N -5.411 -0.005 -1.764
C -4.204 0.561 -1.629
S -2.856 -0.503 -1.237
N -4.070 1.830 -1.819
N -2.824 2.278 -1.501
C -2.493 3.456 -1.877
C -1.198 3.971 -1.460
C -0.779 5.263 -1.690
C 0.463 5.657 -1.204
C 1.233 4.746 -0.501
C 0.743 3.462 -0.309
N -0.441 3.087 -0.792
H -5.501 -1.005 -1.811
H -6.176 0.559 -2.102
H -3.182 4.055 -2.461
H -1.417 5.949 -2.232
H 0.817 6.666 -1.370
H 2.195 5.018 -0.092
H 1.309 2.715 0.228
O 0.603 0.536 -0.673
P 1.634 -0.601 -0.446
C 3.254 0.104 -0.666
C 3.403 1.247 -1.453
C 4.662 1.804 -1.619
C 5.765 1.220 -1.010
C 5.620 0.074 -0.239
C 4.365 -0.486 -0.059
C 1.513 -1.211 1.229
C 1.405 -2.572 1.510
C 1.275 -2.994 2.828
C 1.228 -2.062 3.854
C 1.333 -0.701 3.576
C 1.486 -0.275 2.267
C 1.423 -1.971 -1.565
C 2.513 -2.718 -2.009
C 2.312 -3.765 -2.897
C 1.033 -4.066 -3.342
C -0.057 -3.327 -2.900
C 0.138 -2.281 -2.012
H 2.537 1.689 -1.930
H 4.784 2.691 -2.227
H 6.745 1.660 -1.138
H 6.485 -0.380 0.226
H 4.246 -1.369 0.557
H 1.430 -3.296 0.706
H 1.205 -4.051 3.050
H 1.126 -2.394 4.879
H 1.317 0.022 4.380
H 1.605 0.780 2.052
H 3.516 -2.480 -1.678
H 3.157 -4.343 -3.245
H 0.884 -4.872 -4.050
H -1.055 -3.559 -3.247
H -0.699 -1.686 -1.685
C -2.223 -2.198 1.867
As -3.095 -0.543 2.264
C -3.212 -0.403 4.166
C -4.903 -0.655 1.641
S -1.959 1.200 1.648
H -2.833 -3.010 2.262
H -1.246 -2.198 2.347
H -2.109 -2.302 0.792
H -3.817 -1.235 4.522
H -3.686 0.539 4.434
H -2.217 -0.448 4.604
H -5.484 -1.161 2.413
H -4.924 -1.230 0.723
H -5.300 0.343 1.472



Record 3
8
Properties=species:S:1:pos:R:3 method="wB97M-V/def2-TZVPD" e_lumo_ha=-0.0229 homo_lumo_gap_ev=7.99 de_lowest_kj_mol=556.56 fmax_ev_per_a=2.08
C -1.739 -0.569 0.193
C 1.534 0.833 -0.994
O -0.662 -0.798 -0.482
P 0.602 -1.777 -0.230
S 1.954 -0.133 0.297
H -2.004 0.482 -0.165
H 1.774 1.932 -0.900
H 0.455 -2.180 1.103



Record 4
11
Properties=species:S:1:pos:R:3 method="wB97M-V/def2-TZVPD" e_lumo_ha=0.0212 homo_lumo_gap_ev=8.97 de_lowest_kj_mol=400.93 fmax_ev_per_a=6.13
C -1.244 -0.674 0.137
C -0.875 0.597 -0.198
C 0.358 1.244 0.248
N 1.489 0.526 -0.058
N 1.451 -0.773 0.043
H -2.175 -1.147 -0.325
H -0.562 -1.295 0.895
H -1.803 1.369 -0.284
H 0.465 2.419 0.176
H 2.253 -1.004 -0.362
H 0.641 -1.263 -0.272



Record 5
12
Properties=species:S:1:pos:R:3 method="wB97M-V/def2-TZVPD" e_lumo_ha="0.1448 / 0.1448" total_charge=-1 homo_lumo_gap_ev="7.19 / 7.18" de_lowest_kj_mol=669.40 fmax_ev_per_a=5.05
C 2.833 -0.775 -0.619
C -0.447 0.281 1.307
C 0.027 -0.673 0.077
O -0.425 2.033 -1.086
O -2.508 0.539 -0.687
P -0.799 0.748 -0.433
H 2.565 0.120 -1.293
H 2.691 -1.650 -1.275
H 0.291 1.018 1.901
H -1.184 -0.120 1.894
H -0.276 -1.628 0.083
H -2.766 0.108 0.132



Record 6
12
Properties=species:S:1:pos:R:3 method="wB97M-V/def2-TZVPD" e_lumo_ha=0.0371 homo_lumo_gap_ev=9.86 de_lowest_kj_mol=222.75 fmax_ev_per_a=0.99 smiles="C=CN.C=O"
C -1.742 -0.512 0.986
C -1.198 0.126 -0.035
N -0.415 -0.460 -1.053
H -1.715 -1.589 1.069
H -2.222 0.065 1.767
H -1.127 1.203 -0.080
H -0.357 -1.470 -1.001
H -0.721 -0.212 -1.984
C 2.374 0.713 0.098
O 2.874 -0.117 0.798
H 2.213 0.530 -0.983
H 2.036 1.722 0.416